{"formula": "C61H51F8IO2", "method": "ωB97M-V/def2-TZVPD", "symbols": ["O", "C", "C", "C", "C", "C", "C", "I", "C", "O", "C", "C", "C", "C", "C", "C", "H", "H", "H", "H", "H", "H", "H", "H", "H", "H", "H", "F", "C", "C", "C", "C", "C", "C", "H", "H", "H", "H", "H", "F", "C", "C", "C", "C", "C", "C", "H", "H", "H", "H", "H", "F", "C", "C", "C", "C", "C", "C", "H", "H", "H", "H", "H", "F", "C", "C", "C", "C", "C", "C", "H", "H", "H", "H", "H", "F", "C", "C", "C", "C", "C", "C", "H", "H", "H", "H", "H", "F", "C", "C", "C", "C", "C", "C", "H", "H", "H", "H", "H", "F", "C", "C", "C", "C", "C", "C", "H", "H", "H", "H", "H", "F", "C", "C", "C", "C", "C", "C", "H", "H", "H", "H", "H"], "xyz": [[1.9883, 0.8158, 2.2554], [1.2120, 1.4894, 1.6050], [-0.1616, 1.0341, 1.2177], [-0.6765, 1.4076, 0.0545], [-2.0557, 1.0828, -0.4751], [-2.7227, -0.1876, 0.1160], [-4.2175, 0.1138, 0.3731], [-5.3987, -0.1366, -1.4049], [0.1781, 2.2909, -0.8363], [0.1757, 2.1784, -2.0451], [1.0332, 3.2773, -0.0880], [1.2768, 4.5348, -0.5638], [2.0381, 5.3984, 0.1920], [2.5638, 4.9862, 1.3802], [2.3311, 3.7275, 1.8675], [1.5561, 2.8786, 1.1247], [-0.7158, 0.4263, 1.9251], [-2.6878, 1.9444, -0.2333], [-1.9783, 0.9854, -1.5592], [-2.3176, -0.5024, 1.0773], [-2.6511, -0.9687, -0.6397], [-4.5783, -0.6078, 1.1074], [-4.3678, 1.1041, 0.7988], [0.8303, 4.8093, -1.5126], [2.1919, 6.3977, -0.1974], [3.1611, 5.6528, 1.9882], [2.7385, 3.3920, 2.8124], [-4.6864, -3.5314, 0.4738], [-5.6583, -4.2827, -0.0863], [-6.7490, -3.6538, -0.6526], [-7.7444, -4.4267, -1.2319], [-7.6409, -5.8123, -1.2285], [-6.5381, -6.4263, -0.6495], [-5.5349, -5.6574, -0.0778], [-6.8086, -2.5731, -0.6364], [-8.6019, -3.9476, -1.6864], [-8.4211, -6.4135, -1.6782], [-6.4590, -7.5031, -0.6437], [-4.6633, -6.1165, 0.3703], [2.9015, -3.0318, 7.4897], [3.3582, -2.6842, 6.2694], [4.6138, -3.1033, 5.8776], [5.0795, -2.7479, 4.6195], [4.2914, -1.9738, 3.7779], [3.0323, -1.5571, 4.1900], [2.5585, -1.9188, 5.4438], [5.2152, -3.6995, 6.5514], [6.0589, -3.0754, 4.2962], [4.6588, -1.6946, 2.7989], [2.4214, -0.9507, 3.5354], [1.5773, -1.6119, 5.7819], [2.0639, 5.6856, 4.1572], [2.7966, 6.2539, 5.1363], [3.1007, 5.5158, 6.2629], [3.8605, 6.1009, 7.2655], [4.2959, 7.4129, 7.1334], [3.9762, 8.1404, 5.9951], [3.2250, 7.5575, 4.9844], [2.7454, 4.4971, 6.3498], [4.1126, 5.5325, 8.1507], [4.8850, 7.8679, 7.9188], [4.3118, 9.1638, 5.8933], [2.9723, 8.1052, 4.0856], [-4.7962, -8.3372, -2.1895], [-4.3548, -7.9236, -3.3951], [-3.0784, -8.2626, -3.7963], [-2.6280, -7.8395, -5.0389], [-3.4549, -7.0779, -5.8547], [-4.7336, -6.7428, -5.4311], [-5.1922, -7.1718, -4.1941], [-2.4484, -8.8503, -3.1414], [-1.6324, -8.1037, -5.3708], [-3.1015, -6.7456, -6.8217], [-5.3755, -6.1458, -6.0651], [-6.1883, -6.9276, -3.8484], [4.4233, 7.6624, -1.0684], [5.4453, 6.7845, -0.9658], [5.1648, 5.4385, -0.8461], [6.2137, 4.5373, -0.7449], [7.5242, 4.9932, -0.7518], [7.7890, 6.3513, -0.8673], [6.7427, 7.2570, -0.9819], [4.1386, 5.1007, -0.8317], [6.0073, 3.4787, -0.6561], [8.3402, 4.2887, -0.6646], [8.8111, 6.7066, -0.8665], [6.9273, 8.3188, -1.0811], [-3.0331, -6.9749, -9.3456], [-2.1514, -7.9795, -9.5071], [-0.9550, -7.9478, -8.8154], [-0.0500, -8.9861, -8.9791], [-0.3447, -10.0371, -9.8363], [-1.5484, -10.0523, -10.5265], [-2.4614, -9.0211, -10.3589], [-0.7368, -7.1171, -8.1562], [0.8864, -8.9744, -8.4373], [0.3644, -10.8442, -9.9656], [-1.7780, -10.8689, -11.1979], [-3.4081, -9.0209, -10.8830], [9.8353, 4.0185, 1.3692], [9.0143, 3.7446, 2.4039], [8.0281, 4.6501, 2.7404], [7.1833, 4.3631, 3.8033], [7.3406, 3.1833, 4.5185], [8.3408, 2.2865, 4.1680], [9.1825, 2.5642, 3.1001], [7.9238, 5.5677, 2.1763], [6.4013, 5.0613, 4.0736], [6.6826, 2.9633, 5.3492], [8.4665, 1.3688, 4.7271], [9.9628, 1.8742, 2.8067], [-7.2764, 1.1576, 0.9404], [-8.2655, 2.0142, 0.6232], [-8.0765, 3.3664, 0.8272], [-9.0961, 4.2464, 0.4944], [-10.2893, 3.7643, -0.0265], [-10.4623, 2.4006, -0.2204], [-9.4425, 1.5167, 0.1011], [-7.1419, 3.7214, 1.2414], [-8.9592, 5.3094, 0.6423], [-11.0844, 4.4527, -0.2815], [-11.3932, 2.0238, -0.6228], [-9.5543, 0.4511, -0.0503]], "lumo_ha": -0.024, "spin_multiplicity": 1, "homo_energy_ev": -9.0, "homo_lumo_gap_ev": 8.4}

{"formula": "C61H53As2BrN6OTa", "method": "ωB97M-V/def2-TZVPD", "symbols": ["Ta", "C", "C", "C", "C", "C", "N", "C", "C", "C", "C", "C", "C", "C", "N", "C", "C", "C", "N", "C", "C", "N", "C", "C", "C", "N", "H", "H", "H", "H", "H", "H", "H", "H", "H", "H", "H", "H", "H", "H", "H", "H", "H", "H", "C", "C", "As", "C", "C", "C", "C", "C", "C", "C", "C", "C", "C", "C", "C", "As", "C", "C", "C", "C", "C", "C", "C", "C", "C", "C", "C", "C", "H", "H", "H", "H", "H", "H", "H", "H", "H", "H", "H", "H", "H", "H", "H", "H", "H", "H", "H", "H", "H", "H", "H", "H", "Br", "C", "C", "C", "C", "C", "C", "C", "C", "C", "C", "H", "H", "H", "H", "H", "H", "O", "N", "C", "C", "C", "C", "C", "H", "H", "H", "H", "H"], "xyz": [[0.2495, 0.5990, 0.1347], [4.1476, -4.9997, 0.4466], [3.5994, -3.6358, 0.1305], [4.2674, -2.4772, 0.5301], [3.7493, -1.2193, 0.2687], [2.5603, -1.0812, -0.4381], [2.0237, 0.1758, -0.8253], [2.6884, 0.7344, -1.9385], [3.6733, 0.0281, -2.6446], [4.3056, 0.5546, -3.7554], [3.9794, 1.8080, -4.2603], [4.6253, 2.3523, -5.5026], [2.9889, 2.5107, -3.5937], [2.3705, 2.0006, -2.4606], [1.3916, 2.8235, -1.8291], [1.3664, 4.1609, -1.8069], [0.1465, 4.5555, -1.2877], [-0.5074, 3.3677, -1.0146], [0.2468, 2.3066, -1.3488], [1.9295, -2.2380, -0.8918], [2.4136, -3.5002, -0.5823], [0.8852, -2.0966, -1.8441], [0.8449, -2.7341, -3.0356], [-0.1464, -2.1529, -3.7823], [-0.6532, -1.1375, -2.9626], [-0.0417, -1.1117, -1.7833], [4.9179, -4.9499, 1.2148], [4.5954, -5.4551, -0.4384], [3.3578, -5.6700, 0.7898], [5.2054, -2.5662, 1.0650], [4.2810, -0.3259, 0.5769], [3.9628, -0.9595, -2.3177], [5.0667, -0.0355, -4.2515], [5.6354, 1.9630, -5.6210], [4.6821, 3.4398, -5.4790], [4.0568, 2.0689, -6.3903], [2.6726, 3.4712, -3.9806], [2.2056, 4.7336, -2.1613], [-0.2026, 5.5577, -1.1144], [-1.4690, 3.2389, -0.5471], [1.8683, -4.3740, -0.9215], [1.5422, -3.5235, -3.2598], [-0.4414, -2.4011, -4.7864], [-1.4069, -0.4116, -3.2044], [-3.4935, -0.9757, -0.8485], [-3.3133, -1.5063, 0.5654], [-1.4256, -1.7198, 1.0623], [-1.6838, -2.0806, 2.9702], [-2.6069, -3.0763, 3.2961], [-2.8588, -3.4062, 4.6180], [-2.1863, -2.7468, 5.6380], [-1.2744, -1.7504, 5.3260], [-1.0282, -1.4153, 4.0008], [-1.0577, -3.5541, 0.4720], [-0.5050, -4.4920, 1.3437], [-0.2558, -5.7900, 0.9212], [-0.5663, -6.1742, -0.3764], [-1.1303, -5.2519, -1.2460], [-1.3690, -3.9507, -0.8255], [-2.6648, 0.7888, -1.0614], [-4.0886, 1.9506, -0.3463], [-3.8735, 3.0678, 0.4539], [-4.9308, 3.8880, 0.8252], [-6.2202, 3.5992, 0.4092], [-6.4440, 2.4987, -0.4063], [-5.3849, 1.6923, -0.7908], [-3.0803, 1.1986, -2.9279], [-3.6985, 0.2771, -3.7672], [-4.0362, 0.6293, -5.0675], [-3.7597, 1.9041, -5.5371], [-3.1544, 2.8310, -4.6990], [-2.8206, 2.4817, -3.3999], [-4.5496, -0.9045, -1.1031], [-3.0266, -1.6293, -1.5856], [-3.8125, -2.4672, 0.6916], [-3.7399, -0.8197, 1.3018], [-3.1279, -3.6183, 2.5155], [-3.5781, -4.1801, 4.8504], [-2.3802, -3.0028, 6.6710], [-0.7590, -1.2199, 6.1164], [-0.3464, -0.6078, 3.7836], [-0.3154, -4.2335, 2.3781], [0.1545, -6.5106, 1.6174], [-0.3855, -7.1898, -0.7033], [-1.3954, -5.5452, -2.2537], [-1.8008, -3.2506, -1.5304], [-2.8881, 3.3264, 0.8175], [-4.7390, 4.7567, 1.4417], [-7.0441, 4.2329, 0.7082], [-7.4421, 2.2743, -0.7580], [-5.5833, 0.8785, -1.4769], [-3.9299, -0.7235, -3.4222], [-4.5223, -0.0938, -5.7092], [-4.0231, 2.1779, -6.5497], [-2.9519, 3.8328, -5.0538], [-2.3749, 3.2282, -2.7543], [-1.5963, 1.4018, 2.1308], [-0.7121, 2.9984, 2.6992], [-1.3565, 3.8061, 3.5842], [-0.6740, 4.9382, 4.0714], [0.6119, 5.1705, 3.6796], [1.2774, 4.3143, 2.7673], [2.6275, 4.5482, 2.4133], [3.2432, 3.7018, 1.5406], [2.5322, 2.6288, 0.9591], [1.2098, 2.3375, 1.2327], [0.5986, 3.1958, 2.2044], [-2.3588, 3.5763, 3.9203], [-1.1698, 5.6001, 4.7677], [1.1541, 6.0232, 4.0688], [3.1500, 5.3902, 2.8490], [4.2798, 3.8548, 1.2668], [3.0853, 2.0213, 0.2521], [1.0605, -0.2158, 1.9485], [1.9838, -0.8026, 2.6756], [2.7503, -0.0313, 3.4711], [3.6505, -0.6222, 4.3270], [3.7463, -2.0080, 4.3768], [2.9467, -2.7670, 3.5397], [2.0726, -2.1382, 2.6800], [2.5834, 1.0318, 3.3707], [4.2579, 0.0081, 4.9602], [4.4370, -2.4841, 5.0588], [2.9953, -3.8468, 3.5313], [1.4519, -2.6531, 1.9625]], "lumo_ha": [-0.178, -0.178], "s_squared": 0.754, "de_lowest_kcal_mol": 7.6, "spin_multiplicity": 2, "homo_energy_ev": [-11.8, -12.2], "homo_lumo_gap_ev": [6.9, 7.3], "charge": 2}

{"formula": "C61H62ClN4O4S2Tc", "method": "ωB97M-V/def2-TZVPD", "symbols": ["Tc", "C", "C", "N", "N", "C", "S", "S", "C", "C", "C", "C", "C", "C", "C", "C", "C", "C", "C", "C", "C", "O", "H", "H", "H", "H", "H", "H", "H", "H", "H", "H", "H", "H", "H", "H", "C", "C", "C", "C", "C", "C", "C", "C", "C", "C", "C", "C", "N", "C", "C", "N", "C", "C", "C", "C", "C", "C", "C", "C", "C", "C", "C", "C", "C", "C", "C", "C", "C", "C", "C", "C", "C", "C", "H", "H", "H", "H", "H", "H", "H", "H", "H", "H", "H", "H", "H", "H", "H", "H", "H", "H", "H", "H", "H", "H", "H", "H", "H", "H", "H", "H", "H", "H", "H", "H", "H", "H", "H", "H", "H", "H", "H", "H", "C", "C", "C", "C", "Cl", "C", "C", "C", "O", "C", "C", "O", "O", "H", "H", "H", "H", "H", "H", "H", "H"], "xyz": [[-0.0101, 0.5462, -0.1100], [0.1841, 3.1263, 3.4238], [0.5926, 2.0489, 2.4505], [0.2778, 2.1624, 1.1833], [-0.2654, 3.3876, 0.8314], [-0.9056, 3.4758, -0.2738], [-1.2019, 2.2119, -1.4093], [-1.5392, 5.0279, -0.7930], [-1.2042, 6.0871, 0.6589], [-2.3810, 6.1942, 1.5880], [-2.9003, 7.4388, 1.9264], [-3.9708, 7.5462, 2.8043], [-4.5342, 6.4066, 3.3553], [-4.0339, 5.1577, 3.0096], [-2.9710, 5.0526, 2.1281], [1.3094, 0.9103, 2.9966], [1.7607, 0.9940, 4.3282], [2.4737, -0.0048, 4.9447], [2.7567, -1.1740, 4.2411], [2.2963, -1.3196, 2.9573], [1.5687, -0.3043, 2.2965], [1.1839, -0.5604, 1.0766], [-0.4133, 3.8729, 2.9210], [1.0558, 3.6168, 3.8600], [-0.4029, 2.6718, 4.2220], [-0.9243, 7.0613, 0.2609], [-0.3461, 5.6237, 1.1466], [-2.4620, 8.3338, 1.4989], [-4.3614, 8.5247, 3.0560], [-5.3666, 6.4907, 4.0427], [-4.4706, 4.2603, 3.4290], [-2.5978, 4.0750, 1.8492], [1.5633, 1.8874, 4.9012], [2.8005, 0.1185, 5.9691], [3.3333, -1.9632, 4.7083], [2.4614, -2.2346, 2.4025], [2.4242, 4.6592, -0.4912], [2.2143, 3.5679, -1.5429], [2.1630, 4.1663, -2.9509], [3.2692, 2.4903, -1.4451], [4.6148, 2.8367, -1.4812], [5.6057, 1.8722, -1.4309], [5.2480, 0.5404, -1.3119], [3.9153, 0.1511, -1.2748], [3.5928, -1.3130, -1.0334], [4.1653, -1.7362, 0.3236], [4.1194, -2.2243, -2.1476], [2.9111, 1.1358, -1.3775], [1.5491, 0.7427, -1.4874], [1.2289, 0.1201, -2.6446], [0.1021, -0.7190, -2.6716], [-0.5867, -0.8941, -1.5426], [-1.4897, -1.9823, -1.3921], [-2.8876, -1.8042, -1.3933], [-3.7033, -2.8721, -1.0355], [-3.1719, -4.1061, -0.7083], [-1.8066, -4.3023, -0.8108], [-0.9529, -3.2685, -1.1760], [0.5338, -3.5573, -1.2820], [0.8067, -4.7213, -2.2400], [1.1296, -3.8297, 0.1031], [-3.5381, -0.5150, -1.8470], [-4.4318, 0.1081, -0.7720], [-4.3429, -0.7496, -3.1308], [-0.0330, -1.2856, -4.0178], [-0.9259, -2.1068, -4.6556], [-0.7057, -2.4079, -6.0225], [0.3678, -1.9213, -6.7252], [1.3052, -1.0622, -6.0930], [2.4505, -0.4516, -6.6700], [3.2265, 0.3900, -5.9127], [2.9493, 0.6864, -4.5566], [1.8581, 0.0978, -3.9617], [1.0589, -0.7684, -4.7586], [1.6009, 5.3757, -0.5271], [3.3532, 5.2072, -0.6643], [2.4600, 4.2261, 0.5100], [1.2543, 3.0980, -1.3583], [3.0900, 4.6992, -3.1801], [1.3279, 4.8658, -3.0272], [2.0184, 3.3825, -3.6970], [4.8938, 3.8795, -1.5745], [6.6496, 2.1585, -1.4740], [6.0196, -0.2173, -1.2409], [2.5108, -1.4213, -0.9753], [5.2533, -1.6439, 0.3395], [3.9068, -2.7744, 0.5405], [3.7543, -1.1058, 1.1111], [5.2115, -2.2608, -2.1392], [3.7981, -1.8740, -3.1281], [3.7457, -3.2420, -2.0080], [-4.7774, -2.7292, -1.0174], [-3.8194, -4.9176, -0.3991], [-1.3935, -5.2787, -0.5858], [1.0337, -2.6832, -1.6938], [0.4325, -5.6664, -1.8417], [1.8813, -4.8265, -2.4051], [0.3350, -4.5395, -3.2072], [0.5693, -4.6083, 0.6252], [1.1086, -2.9208, 0.7081], [2.1677, -4.1589, 0.0122], [-2.7510, 0.1923, -2.0812], [-5.2899, -0.5345, -0.5567], [-4.8035, 1.0764, -1.1144], [-3.8692, 0.2638, 0.1448], [-5.1743, -1.4348, -2.9498], [-3.7136, -1.1693, -3.9187], [-4.7491, 0.1987, -3.4880], [-1.7851, -2.5176, -4.1400], [-1.4207, -3.0449, -6.5293], [0.4986, -2.1839, -7.7688], [2.7034, -0.6415, -7.7065], [4.0921, 0.8573, -6.3674], [3.6004, 1.3571, -4.0101], [-0.5286, -4.7940, 4.8688], [-1.8485, -4.1028, 5.0469], [-2.6701, -4.3711, 6.1284], [-3.8945, -3.7341, 6.2548], [-4.9044, -4.0852, 7.6329], [-4.3244, -2.8367, 5.2992], [-3.5123, -2.5627, 4.2089], [-2.2689, -3.1704, 4.0835], [-1.4140, -2.9763, 3.0499], [-1.7682, -2.1059, 1.9897], [-1.7289, -0.5885, 2.2843], [-1.9938, -0.1592, 3.3953], [-1.5731, 0.1272, 1.2211], [-0.2546, -5.3584, 5.7599], [0.2426, -4.0592, 4.6525], [-0.5706, -5.4766, 4.0164], [-2.3548, -5.0846, 6.8791], [-5.2785, -2.3387, 5.4028], [-3.8337, -1.8329, 3.4823], [-2.7738, -2.3433, 1.6206], [-1.0600, -2.3064, 1.1926]], "lumo_ha": [0.067, 0.064], "s_squared": 3.773, "spin_multiplicity": 4, "homo_energy_ev": [-3.9, -4.6], "homo_lumo_gap_ev": [5.7, 6.4], "charge": -1}

no.,energy (eV)
1,-98018.9140
2,-268363.5865
3,-114812.0789